No. 1
One molecule with the formula C26H31N3O4S, computed with the ωB97M-V functional and the def2-TZVPD basis.

For the calculated total energy, the calculation gives -50960.7841 eV. Its largest force on an atom is 0.75 eV/Å. The SMILES is C[C@H]1Cc2cc(S(=O)(=O)CCC(=O)N3CCN(c4ccccc4)CC3)ccc2N1C(=O)C1CC1. As for the HOMO energy: -7.615 eV. The calculation puts the orbital gap at 8.23 eV. As for the net charge: 0.

Last columns: bonded neighbours and bond lengths (Å).
Geometry (Å):
1 C -4.387 -2.304 -1.899  C2 1.529, H35 1.087, H36 1.087, H37 1.088
2 C -3.808 -1.928 -0.535  C1 1.529, C3 1.540, N29 1.468, H38 1.094
3 C -2.291 -1.674 -0.627  C2 1.540, C4 1.497, H39 1.090, H40 1.092
4 C -2.193 -0.181 -0.582  C3 1.497, C5 1.375, C28 1.399
5 C -1.102 0.629 -0.791  C4 1.375, C6 1.384, H41 1.077
6 C -1.273 1.995 -0.652  C5 1.384, S7 1.788, C26 1.381
7 S 0.118 3.096 -0.876  C6 1.788, O8 1.447, O9 1.441, C10 1.843
8 O 1.294 2.324 -1.214  S7 1.447
9 O -0.264 4.118 -1.818  S7 1.441
10 C 0.408 3.939 0.736  S7 1.843, C11 1.514, H42 1.086, H43 1.086
11 C 1.697 3.389 1.310  C10 1.514, C12 1.526, H44 1.093, H45 1.088
12 C 1.530 1.875 1.399  C11 1.526, O13 1.222, N14 1.348
13 O 0.416 1.392 1.528  C12 1.222
14 N 2.637 1.105 1.376  C12 1.348, C15 1.446, C25 1.453
15 C 3.989 1.547 1.113  N14 1.446, C16 1.541, H46 1.097, H47 1.087
16 C 4.342 1.261 -0.360  C15 1.541, N17 1.448, H48 1.095, H49 1.088
17 N 4.222 -0.159 -0.616  C16 1.448, C18 1.388, C24 1.446
18 C 5.297 -1.004 -0.377  N17 1.388, C19 1.401, C23 1.399
19 C 6.587 -0.625 -0.773  C18 1.401, C20 1.379, H50 1.079
20 C 7.665 -1.467 -0.602  C19 1.379, C21 1.385, H51 1.081
21 C 7.501 -2.722 -0.040  C20 1.385, C22 1.383, H52 1.079
22 C 6.233 -3.120 0.339  C21 1.383, C23 1.382, H53 1.081
23 C 5.147 -2.279 0.179  C18 1.399, C22 1.382, H54 1.079
24 C 2.867 -0.584 -0.342  N17 1.446, C25 1.538, H55 1.095, H56 1.089
25 C 2.479 -0.316 1.122  N14 1.453, C24 1.538, H57 1.094, H58 1.090
26 C -2.496 2.546 -0.324  C6 1.381, C27 1.387, H59 1.079
27 C -3.602 1.735 -0.116  C26 1.387, C28 1.387, H60 1.076
28 C -3.437 0.363 -0.244  C4 1.399, C27 1.387, N29 1.396
29 N -4.380 -0.654 -0.083  C2 1.468, C28 1.396, C30 1.370
30 C -5.665 -0.457 0.349  N29 1.370, O31 1.216, C32 1.493
31 O -6.099 0.653 0.590  C30 1.216
32 C -6.521 -1.670 0.512  C30 1.493, C33 1.507, C34 1.512, H61 1.079
33 C -7.772 -1.500 1.335  C32 1.507, C34 1.487, H62 1.079, H63 1.079
34 C -7.882 -1.625 -0.143  C32 1.512, C33 1.487, H64 1.079, H65 1.080
35 H -5.470 -2.392 -1.852  C1 1.087
36 H -3.974 -3.253 -2.231  C1 1.087
37 H -4.136 -1.536 -2.626  C1 1.088
38 H -4.022 -2.714 0.195  C2 1.094
39 H -1.870 -2.090 -1.541  C3 1.090
40 H -1.758 -2.111 0.221  C3 1.092
41 H -0.133 0.237 -1.051  C5 1.077
42 H -0.446 3.700 1.363  C10 1.086
43 H 0.454 5.003 0.525  C10 1.086
44 H 1.894 3.800 2.303  C11 1.093
45 H 2.511 3.649 0.638  C11 1.088
46 H 4.659 0.964 1.758  C15 1.097
47 H 4.115 2.599 1.355  C15 1.087
48 H 3.627 1.785 -1.003  C16 1.095
49 H 5.348 1.615 -0.573  C16 1.088
50 H 6.747 0.333 -1.244  C19 1.079
51 H 8.645 -1.141 -0.919  C20 1.081
52 H 8.347 -3.380 0.093  C21 1.079
53 H 6.081 -4.097 0.776  C22 1.081
54 H 4.180 -2.630 0.502  C23 1.079
55 H 2.213 0.023 -0.978  C24 1.095
56 H 2.738 -1.633 -0.604  C24 1.089
57 H 3.129 -0.871 1.805  C25 1.094
58 H 1.437 -0.578 1.306  C25 1.090
59 H -2.584 3.618 -0.247  C26 1.079
60 H -4.560 2.152 0.143  C27 1.076
61 H -6.028 -2.629 0.557  C32 1.079
62 H -7.930 -0.523 1.766  C33 1.079
63 H -8.081 -2.326 1.957  C33 1.079
64 H -8.123 -0.735 -0.704  C34 1.079
65 H -8.267 -2.540 -0.568  C34 1.080

=====

No. 2
A 14-piece molecular cluster, C31H93N3O14 overall at a distorted geometry, computed with the ωB97M-V functional and the def2-TZVPD basis.

For the calculated total energy, the calculation gives -66784.4153 eV. Its largest force on an atom is 3.37 eV/Å. As for the HOMO energy: -9.115 eV. The calculation puts the orbital gap at 9.55 eV. As for the net charge: 0.

Last columns: bonded neighbours and bond lengths (Å).
Geometry (Å):
1 C -0.312 -2.352 -3.915  C2 1.503, H5 1.075, H6 1.071, H7 1.121
2 C -0.958 -3.687 -3.672  C1 1.503, C3 1.528, O4 1.464, H8 1.112
3 C -0.137 -4.518 -2.686  C2 1.528, H9 1.135, H10 1.072, H11 1.071
4 O -2.358 -3.579 -3.259  C2 1.464, H12 0.976
5 H -0.834 -1.755 -4.640  C1 1.075
6 H 0.718 -2.474 -4.181  C1 1.071
7 H -0.440 -1.832 -2.930  C1 1.121
8 H -1.030 -4.259 -4.624  C2 1.112
9 H -0.237 -3.972 -1.696  C3 1.135
10 H 0.914 -4.393 -2.855  C3 1.072
11 H -0.439 -5.540 -2.589  C3 1.071
12 H -2.450 -2.614 -3.144  O4 0.976
13 C 4.080 1.522 0.434  C14 1.544, H17 1.079, H18 1.100, H19 1.113
14 C 5.499 1.878 -0.059  C13 1.544, C15 1.524, O16 1.423, H20 1.096
15 C 6.298 0.660 -0.505  C14 1.524, H21 1.070, H22 1.110, H23 1.075
16 O 5.368 2.839 -1.099  C14 1.423, H24 0.972
17 H 3.652 0.963 -0.384  C13 1.079
18 H 3.476 2.439 0.508  C13 1.100
19 H 4.027 0.937 1.380  C13 1.113
20 H 5.994 2.317 0.815  C14 1.096
21 H 7.240 0.979 -0.899  C15 1.070
22 H 5.759 0.141 -1.324  C15 1.110
23 H 6.366 -0.018 0.326  C15 1.075
24 H 5.355 2.350 -1.939  O16 0.972
25 C 4.757 -2.169 -4.405  C26 1.525, H29 1.097, H30 1.089, H31 1.127
26 C 4.186 -3.300 -3.555  C25 1.525, C27 1.553, O28 1.448, H32 1.115
27 C 3.689 -2.709 -2.208  C26 1.553, H33 1.108, H34 1.151, H35 1.088
28 O 3.015 -3.922 -4.136  C26 1.448, H36 0.968
29 H 3.963 -1.429 -4.562  C25 1.097
30 H 5.248 -2.456 -5.334  C25 1.089
31 H 5.600 -1.600 -3.919  C25 1.127
32 H 4.929 -4.109 -3.361  C26 1.115
33 H 3.232 -1.743 -2.498  C27 1.108
34 H 4.597 -2.451 -1.549  C27 1.151
35 H 2.983 -3.356 -1.690  C27 1.088
36 H 3.331 -4.455 -4.879  O28 0.968
37 C 1.641 3.636 -3.889  C38 1.520, H41 1.066, H42 1.091, H43 1.097
38 C 2.641 2.678 -3.262  C37 1.520, C39 1.557, O40 1.430, H44 1.096
39 C 2.397 1.259 -3.854  C38 1.557, H45 1.100, H46 1.094, H47 1.111
40 O 3.977 3.027 -3.634  C38 1.430, H48 0.956
41 H 1.783 3.725 -4.942  C37 1.066
42 H 1.598 4.652 -3.495  C37 1.091
43 H 0.655 3.158 -3.840  C37 1.097
44 H 2.552 2.661 -2.169  C38 1.096
45 H 1.323 1.030 -3.926  C39 1.100
46 H 2.881 0.410 -3.363  C39 1.094
47 H 2.831 1.376 -4.870  C39 1.111
48 H 4.360 3.706 -3.082  O40 0.956
49 C -0.297 -0.537 1.407  C50 1.499, H55 1.034, H56 1.095, H57 1.103
50 C 0.980 -0.200 0.696  C49 1.499, C51 1.479, N54 1.427, H58 1.104
51 C 2.037 -1.163 1.073  C50 1.479, O52 1.422, H59 1.127, H60 1.146
52 O 2.454 -0.812 2.386  C51 1.422, C53 1.399
53 C 3.350 -1.712 2.972  O52 1.399, H61 1.101, H62 1.108, H63 1.086
54 N 0.704 -0.003 -0.690  C50 1.427, H64 1.011, H65 0.991
55 H -1.024 0.162 1.178  C49 1.034
56 H -0.068 -0.697 2.466  C49 1.095
57 H -0.714 -1.481 1.019  C49 1.103
58 H 1.357 0.757 1.100  C50 1.104
59 H 2.865 -1.243 0.313  C51 1.127
60 H 1.455 -2.148 1.141  C51 1.146
61 H 4.144 -1.982 2.258  C53 1.101
62 H 2.846 -2.660 3.244  C53 1.108
63 H 3.837 -1.202 3.797  C53 1.086
64 H 0.344 -0.865 -1.075  N54 1.011
65 H 1.577 0.123 -1.143  N54 0.991
66 C -3.386 1.906 -1.975  C67 1.547, H72 1.094, H73 1.117, H74 1.079
67 C -3.489 3.121 -2.927  C66 1.547, C68 1.521, N71 1.463, H75 1.054
68 C -3.948 2.636 -4.294  C67 1.521, O69 1.421, H76 1.085, H77 1.103
69 O -3.011 1.825 -4.989  C68 1.421, C70 1.430
70 C -1.792 2.469 -5.370  O69 1.430, H78 1.084, H79 1.102, H80 1.105
71 N -4.546 4.072 -2.582  C67 1.463, H81 1.021, H82 1.035
72 H -4.307 1.333 -1.833  C66 1.094
73 H -3.080 2.082 -0.915  C66 1.117
74 H -2.610 1.215 -2.264  C66 1.079
75 H -2.629 3.715 -3.058  C67 1.054
76 H -4.268 3.527 -4.824  C68 1.085
77 H -4.836 1.988 -4.216  C68 1.103
78 H -1.342 2.909 -4.488  C70 1.084
79 H -1.999 3.296 -6.068  C70 1.102
80 H -1.112 1.716 -5.806  C70 1.105
81 H -4.145 4.797 -1.986  N71 1.021
82 H -5.338 3.826 -1.961  N71 1.035
83 C -4.450 -1.786 1.116  C84 1.511, H89 1.048, H90 1.102, H91 1.106
84 C -5.166 -0.566 0.583  C83 1.511, C85 1.530, N88 1.496, H92 1.123
85 C -6.666 -0.842 0.458  C84 1.530, O86 1.412, H93 1.103, H94 1.091
86 O -7.322 0.354 0.092  C85 1.412, C87 1.453
87 C -8.718 0.496 0.468  O86 1.453, H95 1.080, H96 1.070, H97 1.078
88 N -4.855 0.612 1.451  C84 1.496, H98 1.011, H99 1.046
89 H -4.766 -1.964 2.099  C83 1.048
90 H -3.352 -1.692 1.081  C83 1.102
91 H -4.683 -2.633 0.444  C83 1.106
92 H -4.742 -0.180 -0.383  C84 1.123
93 H -7.078 -1.136 1.438  C85 1.103
94 H -6.885 -1.673 -0.214  C85 1.091
95 H -8.822 0.416 1.541  C87 1.080
96 H -9.293 -0.374 0.229  C87 1.070
97 H -9.136 1.423 0.107  C87 1.078
98 H -5.073 0.313 2.392  N88 1.011
99 H -5.545 1.397 1.456  N88 1.046
100 C 0.576 1.430 4.137  O101 1.419, H102 1.113, H103 1.157, H104 1.106
101 O 1.212 0.491 4.990  C100 1.419, H105 0.948
102 H -0.383 1.003 3.769  C100 1.113
103 H 0.464 2.416 4.732  C100 1.157
104 H 1.237 1.604 3.267  C100 1.106
105 H 0.879 -0.373 4.786  O101 0.948
106 C -2.852 2.946 3.292  O107 1.430, H108 1.095, H109 1.084, H110 1.119
107 O -2.431 1.695 2.745  C106 1.430, H111 0.977
108 H -3.795 3.362 2.923  C106 1.095
109 H -2.870 2.911 4.375  C106 1.084
110 H -2.081 3.717 3.037  C106 1.119
111 H -3.126 1.417 2.117  O107 0.977
112 C 4.198 2.554 4.849  O113 1.395, H114 1.162, H115 1.110, H116 1.130
113 O 4.228 1.195 5.165  C112 1.395, H117 0.970
114 H 3.582 3.109 5.663  C112 1.162
115 H 5.216 2.988 4.930  C112 1.110
116 H 3.708 2.837 3.871  C112 1.130
117 H 3.303 0.930 5.043  O113 0.970
118 C -2.450 -1.027 5.476  O119 1.411, H120 1.065, H121 1.111, H122 1.107
119 O -1.973 -0.803 4.167  C118 1.411, H123 0.960
120 H -1.653 -1.193 6.164  C118 1.065
121 H -3.112 -0.177 5.747  C118 1.111
122 H -3.088 -1.924 5.597  C118 1.107
123 H -2.072 0.094 3.838  O119 0.960
124 C -0.090 3.329 0.268  O125 1.393, H126 1.090, H127 1.080, H128 1.072
125 O -0.189 3.120 -1.106  C124 1.393, H129 0.971
126 H 0.754 2.837 0.752  C124 1.090
127 H -0.004 4.393 0.431  C124 1.080
128 H -0.924 2.923 0.806  C124 1.072
129 H -0.054 2.162 -1.197  O125 0.971
130 C -0.377 -4.775 2.097  O131 1.394, H132 1.108, H133 1.097, H134 1.133
131 O -0.630 -3.918 3.167  C130 1.394, H135 0.985
132 H 0.466 -4.419 1.472  C130 1.108
133 H -0.031 -5.740 2.489  C130 1.097
134 H -1.273 -4.922 1.420  C130 1.133
135 H -1.052 -3.100 2.816  O131 0.985
136 C 1.768 -3.362 6.021  O137 1.439, H138 1.089, H139 1.101, H140 1.072
137 O 1.194 -2.645 4.913  C136 1.439, H141 0.933
138 H 1.162 -3.192 6.909  C136 1.089
139 H 2.049 -4.417 5.872  C136 1.101
140 H 2.679 -2.818 6.176  C136 1.072
141 H 0.658 -3.238 4.433  O137 0.933